Density functional theory data (the ωB97M-V functional and the def2-TZVPD basis) for 6 unconnected molecules or ions with the total composition C38H62BrF7O10P at a distorted geometry.

Last column: Mulliken charge in e.
Geometry (Å):
C  0.36446  3.86380  2.35398  -0.229
C  1.24707  3.20522  1.81500  -0.504
C  2.34784  2.32548  1.09563  -0.767
P  1.83973  0.45577  1.28332  1.281
C  3.06268  0.23534  2.74432  -1.315
C  2.68261  1.02281  4.07326  -0.791
C  1.37640  0.48783  4.80291  0.038
Br  1.15958  1.66802  6.42805  -0.283
C  1.15742  -1.31081  1.64652  -0.993
C  -0.39572  -1.43306  1.20929  -0.750
C  -1.41341  -1.33717  2.43451  -0.521
C  -2.66419  -0.46187  2.01258  0.351
C  -2.89773  0.79999  2.78788  -0.292
C  -4.08776  1.62391  2.44047  -0.459
C  -5.02925  1.22126  1.35170  -0.474
C  -4.77318  -0.01487  0.54819  -0.534
C  -3.57135  -0.85243  0.90109  -0.317
C  3.22435  -0.17569  0.09415  0.087
F  4.03285  -1.23224  0.63628  -0.304
F  4.17947  0.88274  -0.11629  -0.378
C  2.78172  -0.64844  -1.36162  0.590
F  3.84980  -1.45330  -1.87323  -0.305
F  1.65714  -1.45741  -1.42067  -0.261
C  2.59043  0.49501  -2.44921  0.511
F  2.04917  -0.14841  -3.58655  -0.292
F  1.67292  1.46306  -2.12046  -0.194
F  3.79309  1.02905  -2.91177  -0.241
H  -0.16721  4.48565  3.11788  0.341
H  3.30649  2.58129  1.65508  0.296
H  2.34769  2.69566  0.03023  0.357
H  0.94021  0.65697  0.16957  0.238
H  0.75989  0.93789  2.14901  -0.273
H  4.11014  0.59699  2.45824  0.485
H  3.21964  -0.85076  3.05791  0.360
H  2.63463  2.14313  3.96819  0.357
H  3.53385  0.82134  4.80945  0.410
H  1.50821  -0.54968  5.22735  0.413
H  0.43129  0.63115  4.21665  -0.248
H  1.68408  -2.12364  1.06448  0.274
H  1.15130  -1.55800  2.75911  0.387
H  -0.69063  -0.68110  0.42312  0.399
H  -0.53444  -2.45983  0.73033  0.240
H  -0.91754  -0.98721  3.38107  0.342
H  -1.81252  -2.38837  2.61069  0.394
H  -2.17526  1.07919  3.59570  0.200
H  -4.26145  2.55269  3.05769  0.293
H  -5.93672  1.84628  1.12624  0.351
H  -5.47792  -0.32175  -0.26711  0.428
H  -3.40401  -1.77566  0.28211  0.290
O  -3.11606  2.20670  5.73716  -0.522
C  -2.91260  2.71984  6.80699  0.757
O  -2.50604  1.96376  7.84572  -0.339
C  -2.05971  2.49087  9.09919  -0.380
C  -3.22871  2.76407  10.02400  -1.056
C  -3.19831  4.17991  7.03235  -1.013
H  -1.42582  3.36826  8.95152  0.352
H  -1.42284  1.72317  9.54252  0.342
H  -3.90154  3.51788  9.61101  0.269
H  -2.87622  3.11205  10.99742  0.359
H  -3.81997  1.85696  10.16742  0.305
H  -4.26141  4.30912  7.24046  0.254
H  -2.94084  4.72322  6.12239  0.293
H  -2.61084  4.62665  7.83213  0.364
O  -7.33834  1.91703  -1.18495  -0.533
C  -7.11562  1.77087  -2.36066  0.700
O  -8.13905  1.60451  -3.22096  -0.378
C  -7.99671  1.60865  -4.64912  -0.114
C  -7.61090  0.23577  -5.16110  -1.079
C  -5.70436  1.67388  -2.87334  -0.893
H  -7.30336  2.38867  -4.97117  0.124
H  -8.97098  1.88038  -5.05232  0.344
H  -6.64352  -0.08405  -4.76888  0.280
H  -7.55923  0.23289  -6.25186  0.347
H  -8.34334  -0.50871  -4.84113  0.309
H  -5.34344  0.65327  -2.73966  0.229
H  -5.08095  2.35423  -2.29174  0.326
H  -5.59163  1.96940  -3.91475  0.343
O  7.54518  -4.98179  -0.06055  -0.584
C  7.53525  -3.85555  -0.49625  0.521
O  8.70213  -3.22838  -0.74933  -0.378
C  8.80465  -1.97338  -1.43535  -0.401
C  8.62244  -0.81200  -0.48000  -0.793
C  6.24928  -3.09943  -0.67203  -0.665
H  8.11583  -1.93284  -2.28217  0.381
H  9.81167  -1.93839  -1.85651  0.314
H  7.63100  -0.81731  -0.02401  0.126
H  8.75797  0.13868  -0.99974  0.348
H  9.34640  -0.87376  0.33574  0.298
H  5.95386  -2.66487  0.28329  0.159
H  5.48214  -3.80143  -1.00044  0.431
H  6.29427  -2.32073  -1.42975  0.256
O  7.84944  -11.73357  -1.35495  -0.571
C  7.83762  -10.60600  -1.78344  0.725
O  8.99997  -9.97443  -2.03360  -0.358
C  9.10144  -8.71455  -2.71338  -0.573
C  8.91742  -7.55780  -1.75309  -0.724
C  6.54557  -9.85462  -1.95310  -0.880
H  8.41301  -8.67108  -3.56090  0.385
H  10.10843  -8.67651  -3.13388  0.315
H  7.92657  -7.56558  -1.29744  0.237
H  9.05206  -6.60465  -2.26775  0.297
H  9.64011  -7.62150  -0.93713  0.293
H  6.25066  -9.42783  -0.99367  0.241
H  5.78112  -10.55859  -2.28432  0.301
H  6.58634  -9.07037  -2.70599  0.313
O  -9.29102  3.84652  -6.17445  -0.574
C  -8.57666  4.77198  -6.46872  0.780
O  -8.01113  4.81703  -7.69075  -0.361
C  -7.30126  5.95061  -8.20752  -0.404
C  -5.85271  5.93636  -7.76434  -0.955
C  -8.22615  5.83065  -5.45960  -1.007
H  -7.81097  6.88198  -7.95026  0.352
H  -7.34520  5.86698  -9.29503  0.316
H  -5.76284  6.00341  -6.67878  0.272
H  -5.30638  6.77110  -8.20799  0.355
H  -5.37258  5.00244  -8.06429  0.295
H  -7.40515  5.47369  -4.83590  0.245
H  -9.10117  6.01042  -4.83403  0.333
H  -7.96207  6.79006  -5.89962  0.358

The multiplicity is 1. Its largest force on an atom is 3.70 eV/A. Its electronic energy is -5851.7748 a.u. The calculation puts the HOMO-LUMO gap at 6.505 eV. The total charge is -1. The value obtained for the LUMO energy is 1.6 eV.

---

Density functional theory data (the ωB97M-V functional and the def2-TZVPD basis) for a single C9H12FNO3 molecule.

Last column: Mulliken charge in e.
Geometry (Å):
C  3.36803  -0.43978  0.37552  -1.251
C  1.92756  -0.45206  -0.17514  0.176
C  1.60313  0.83308  -0.92032  -1.200
N  0.19766  0.96747  -1.35658  -0.322
C  -0.70883  1.16536  -0.32181  0.388
C  -1.76244  0.43410  0.06764  0.274
C  -2.31996  -0.83563  -0.47782  0.275
C  -1.85892  -2.09026  0.22961  -1.167
F  -3.71981  -0.76362  -0.35614  -0.341
C  -2.34122  1.14787  1.23312  0.215
O  -2.98695  0.73617  2.13166  -0.498
O  -1.85347  2.45599  1.19977  -0.297
C  -0.64461  2.39011  0.54139  0.390
O  0.24415  3.15438  0.71086  -0.516
H  3.96658  -1.19447  -0.12517  0.292
H  3.35776  -0.68581  1.43436  0.325
H  3.82351  0.54225  0.27776  0.378
H  1.24298  -0.60060  0.66088  0.143
H  1.79522  -1.29163  -0.86066  0.312
H  2.24575  0.91172  -1.79655  0.306
H  1.85866  1.68174  -0.29074  0.524
H  -0.06560  0.10646  -1.82492  0.317
H  -2.12050  -0.90945  -1.54915  0.322
H  -2.32067  -2.17923  1.20903  0.332
H  -0.77665  -2.12519  0.34188  0.236
H  -2.15137  -2.95897  -0.35849  0.386

As for the SMILES: CCCNC1=C([C@@H](C)F)C(=O)OC1=O. The multiplicity is 1. Its largest force on an atom is 0.97 eV/A. Its electronic energy is -730.4867 a.u. The calculation puts the HOMO-LUMO gap at 9.295 eV. The energy relative to the best compared isomer or geometry (same formula, charge and spin) is 0.0 kcal per mole. The value obtained for the LUMO energy is -0.4 eV.

---

Density functional theory data (the ωB97M-V functional and the def2-TZVPD basis) for 2 unconnected molecules or ions with the total composition C2H3ClN2O2 at a distorted geometry.

Last column: Mulliken charge in e.
Geometry (Å):
C  0.06989  -0.85878  -0.05149  0.530
C  2.19292  0.69413  -0.10394  0.099
N  -2.15868  0.01065  -0.10309  -0.592
N  -0.74499  0.17506  0.02081  0.074
O  0.25408  -2.01095  -0.04246  -0.310
O  2.28302  1.87018  -0.16740  -0.380
Cl  3.60014  -0.31880  0.16202  -0.161
H  -2.72447  0.15581  0.75907  0.239
H  -2.45696  -0.79033  -0.66046  0.259
H  -0.31496  1.07304  0.18695  0.243

The multiplicity is 1. Its largest force on an atom is 2.95 eV/A. Its electronic energy is -798.0654 a.u. The calculation puts the HOMO-LUMO gap (alpha / beta) at 7.815 / 7.429 eV. The energy relative to the best compared isomer or geometry (same formula, charge and spin) is 74.1 kcal per mole. The value obtained for the LUMO energy (alpha / beta) is -0.3 / -0.5 eV.

---

Density functional theory data (the ωB97M-V functional and the def2-TZVPD basis) for a single C8H16O molecule at a distorted geometry.

Last column: Mulliken charge in e.
Geometry (Å):
C  1.03826  0.12437  -0.70808  1.957
C  2.43992  -0.48702  -0.55735  -1.822
C  1.20722  1.64403  -0.77093  -1.919
C  0.16800  -1.97563  0.46368  -1.817
C  -2.39082  -0.68104  1.08984  -1.707
C  -1.48044  1.59195  0.65889  -1.552
C  -0.03143  -0.48532  0.20788  -0.211
C  -1.19675  0.11233  0.59080  1.547
O  0.54887  -0.27527  -2.07082  -0.603
H  -0.35978  0.04228  -2.20879  0.380
H  1.48242  2.06173  0.20234  0.348
H  3.13356  -0.04810  -1.28450  0.428
H  2.44660  -1.56021  -0.77501  0.411
H  2.84880  -0.32124  0.44452  0.357
H  0.31107  2.13679  -1.15716  0.310
H  1.98978  1.91575  -1.49007  0.422
H  -0.54375  -2.40190  1.17404  0.430
H  0.10258  -2.54773  -0.46573  0.346
H  1.14559  -2.15476  0.92264  0.336
H  -0.59477  2.19065  0.86444  0.399
H  -2.39835  -0.73434  2.18189  0.333
H  -2.43043  -1.69202  0.67615  0.457
H  -3.31970  -0.19734  0.76526  0.433
H  -1.96929  1.93442  -0.25675  0.309
H  -2.14715  1.80764  1.50282  0.426

As for the SMILES: CC(C)=C(C)C(C)(C)O. The multiplicity is 1. Its largest force on an atom is 1.38 eV/A. Its electronic energy is -389.6244 a.u. The calculation puts the HOMO-LUMO gap at 9.485 eV. The energy relative to the best compared isomer or geometry (same formula, charge and spin) is 17.8 kcal per mole. The value obtained for the LUMO energy is 0.9 eV.

---

Density functional theory data (the ωB97M-V functional and the def2-TZVPD basis) for a molecular structure, C5H6O2.

Last column: Mulliken charge in e.
Geometry (Å):
C  1.56879  0.22459  0.73347  -1.291
C  0.20157  -0.40494  0.53489  0.453
O  -0.84220  0.32039  1.21305  -0.211
C  -1.79899  0.73740  0.29775  -0.475
O  -1.03574  1.18683  -0.87046  -0.185
C  -1.66625  -0.14457  -0.92900  -0.123
C  -0.27864  -0.47165  -0.87415  -0.221
H  1.78752  0.29235  1.80211  0.317
H  2.35366  -0.37403  0.25740  0.350
H  1.57918  1.23312  0.31123  0.319
H  0.17585  -1.42694  0.94285  0.280
H  -2.37807  -0.33878  -1.72130  0.382
H  0.33333  -0.83377  -1.69784  0.404

The multiplicity is 1. Its largest force on an atom is 0.33 eV/A. Its electronic energy is -344.4024 a.u. The calculation puts the HOMO-LUMO gap (alpha / beta) at 8.514 / 8.516 eV. The energy relative to the best compared isomer or geometry (same formula, charge and spin) is 125.2 kcal per mole. The value obtained for the LUMO energy (alpha / beta) is 0.0 / 0.0 eV.

---

Density functional theory data (the ωB97M-V functional and the def2-TZVPD basis) for 2 unconnected molecules or ions with the total composition C4H12OSi2 at a distorted geometry.

Last column: Mulliken charge in e.
Geometry (Å):
C  -1.29543  -3.12938  0.06156  -0.576
C  -2.01232  -2.04476  0.00973  -0.218
C  2.40732  -0.09896  0.23177  -1.058
C  1.56817  0.95867  -0.50057  -0.487
O  -0.02382  1.02139  1.94013  -0.460
Si  -1.91864  2.43076  -0.36927  0.365
Si  -0.20115  0.95017  0.30090  0.217
H  -1.80943  -4.16599  0.05652  0.178
H  -0.25360  -3.36599  0.03212  0.232
H  -3.07705  -2.09405  0.12758  0.251
H  1.99313  -1.14042  0.36136  0.230
H  3.28774  -0.16644  -0.36813  0.380
H  2.65811  0.38190  1.20565  0.277
H  1.66876  0.62379  -1.53007  0.337
H  2.10703  1.93141  -0.36448  0.344
H  -0.26812  1.87775  2.32826  0.302
H  -2.60717  2.49665  0.84508  -0.102
H  -1.25902  3.65068  -0.42750  -0.152
H  -2.29669  2.22637  -1.87648  -0.058

The multiplicity is 1. Its largest force on an atom is 3.31 eV/A. Its electronic energy is -813.6362 a.u. The calculation puts the HOMO-LUMO gap (alpha / beta) at 8.567 / 6.686 eV. The energy relative to the best compared isomer or geometry (same formula, charge and spin) is 157.7 kcal per mole. The value obtained for the LUMO energy (alpha / beta) is -0.1 / -0.2 eV.

---

Which value of multiplicity does entry 2 give?
1

---

What is the formula in the sixth record?
C4H12OSi2

---

Which value of multiplicity does entry 1 give?
1